No. 1
# C20H19F3N4O3S

A single C20H19F3N4O3S molecule in a non-equilibrium geometry (the ωB97M-V functional and the def2-TZVPD basis, the Open Molecules 2025 dataset).

Values from the calculation:
relative energy (zero: lowest compared OMol25 entry of this formula, charge and spin): 0.980 eV
energy: -52136.26098 eV
Kohn-Sham gap: 8.1179 eV
highest occupied orbital energy: -0.3186 Ha
structure (SMILES): COc1ncc(-c2cc(C(N)=O)nc3cc(CN4CCO[C@@H](C(F)(F)F)C4)ccc23)s1

```
50
Properties=species:S:1:pos:R:3:nbo_charge:R:1
C 3.7864 -6.8585 -2.9489 -0.2559
O 3.5949 -5.8438 -1.8368 -0.5151
C 2.4070 -5.1585 -1.7713 0.3451
N 1.5266 -5.4201 -2.6737 -0.5178
C 0.3007 -4.8666 -2.3458 -0.0308
C 0.2837 -4.0442 -1.2988 -0.2086
C -0.6439 -2.9567 -0.8488 -0.0047
C -1.8327 -3.4127 -0.3235 -0.1983
C -2.6594 -2.4197 0.3221 0.1189
C -4.0140 -2.8182 0.8591 0.6310
N -5.1479 -2.0767 0.7175 -0.8115
O -4.2475 -3.9130 1.3533 -0.6158
N -2.3817 -1.0981 0.4163 -0.4079
C -1.1870 -0.6639 -0.1054 0.2554
C -0.7522 0.6050 0.1862 -0.2616
C 0.4754 1.0244 -0.2104 0.0029
C 1.0206 2.4723 -0.2024 -0.2257
N 0.5651 3.4095 0.8292 -0.4755
C 0.6623 2.9427 2.3405 -0.2344
C -0.1504 3.8873 3.2357 -0.0786
O 0.0415 5.3396 2.8876 -0.5288
C -0.2498 5.6585 1.5166 0.0210
C -0.2720 7.1696 1.3839 0.9639
F 1.0344 7.6433 1.4682 -0.3353
F -1.1451 7.7430 2.2196 -0.2920
F -0.5851 7.3069 0.0915 -0.3245
C 0.7341 4.8787 0.5343 -0.2244
C 1.2743 0.2063 -1.0125 -0.1668
C 0.8267 -1.0779 -1.2953 -0.1609
C -0.3031 -1.6473 -0.7103 -0.1396
S 1.9032 -4.1653 -0.4849 0.3750
H 3.5688 -6.2492 -3.8817 0.2051
H 4.8286 -7.2230 -2.9320 0.2043
H 3.0819 -7.7067 -2.9466 0.2015
H -0.5127 -4.9219 -3.0252 0.2144
H -2.0599 -4.4634 -0.4703 0.2488
H -5.9570 -2.7554 0.8625 0.4163
H -5.1912 -1.3622 0.0004 0.3927
H -1.4632 1.4071 0.4911 0.2377
H 0.6972 2.7846 -1.1788 0.2145
H 2.1102 2.3346 -0.2660 0.1655
H 0.3814 1.9489 2.5911 0.2184
H 1.7175 2.9990 2.6074 0.1734
H -1.1773 3.4792 3.1391 0.1807
H 0.2354 3.6321 4.2362 0.2062
H -1.2930 5.3021 1.2495 0.1908
H 0.5395 5.0642 -0.5174 0.2198
H 1.8043 5.1614 0.7708 0.1863
H 2.2926 0.4626 -1.1945 0.2092
H 1.5319 -1.7399 -1.8284 0.2155
```


No. 2
# C20H19FN6OS2

A single C20H19FN6OS2 molecule in a non-equilibrium geometry (the ωB97M-V functional and the def2-TZVPD basis, the Open Molecules 2025 dataset).

Values from the calculation:
relative energy (zero: lowest compared OMol25 entry of this formula, charge and spin): 0.000 eV
energy: -56424.91957 eV
Kohn-Sham gap: 8.5049 eV
highest occupied orbital energy: -0.2987 Ha
structure (SMILES): Cc1csc(NC(=O)CSc2nnc(Cc3cccn3C)n2-c2ccc(F)cc2)n1

```
49
Properties=species:S:1:pos:R:3:nbo_charge:R:1
C -1.8635 4.3737 2.7081 -0.6349
C -0.7510 3.3882 2.7647 0.1558
C 0.5368 3.6493 3.1134 -0.4665
S 1.5039 2.2232 3.0381 0.3756
C 0.0698 1.3579 2.5312 0.2502
N -0.0058 0.0214 2.2305 -0.6251
C 0.8975 -1.0001 2.1171 0.6807
O 0.5173 -2.0690 1.6865 -0.5978
C 2.3327 -0.7521 2.4881 -0.6213
S 3.1330 0.2034 1.1399 0.2731
C 2.7088 -0.8694 -0.1756 0.1346
N 3.2704 -2.0014 -0.4699 -0.2592
N 2.6100 -2.5202 -1.5068 -0.2916
C 1.6374 -1.7140 -1.8388 0.3628
C 0.7067 -1.9468 -2.9731 -0.4839
C -0.6984 -2.2496 -2.5536 0.1313
C -1.8594 -1.6426 -2.9725 -0.3001
C -2.9258 -2.2804 -2.3146 -0.3103
C -2.3765 -3.2518 -1.5216 -0.0665
N -1.0269 -3.2367 -1.6727 -0.3260
C -0.1192 -4.0945 -0.9601 -0.4191
N 1.6472 -0.6198 -1.0175 -0.3892
C 0.8171 0.5157 -0.9695 0.0952
C -0.5503 0.3803 -0.7596 -0.1777
C -1.3456 1.5066 -0.6674 -0.2655
C -0.7536 2.7525 -0.7697 0.4074
F -1.5246 3.8528 -0.6750 -0.3244
C 0.6082 2.9060 -0.9571 -0.2845
C 1.3978 1.7765 -1.0601 -0.1734
N -0.9888 2.0889 2.4410 -0.4897
H -2.7093 4.0049 3.2841 0.2280
H -2.1904 4.5028 1.6782 0.2362
H -1.5420 5.3325 3.1037 0.2173
H 0.9773 4.5791 3.4084 0.2416
H -0.9488 -0.2460 1.9588 0.4341
H 2.8532 -1.7059 2.5727 0.2682
H 2.4481 -0.1597 3.3930 0.2469
H 1.1231 -2.7787 -3.5495 0.2523
H 0.6815 -1.0594 -3.6106 0.2455
H -1.9288 -0.8316 -3.6710 0.2190
H -3.9681 -2.0533 -2.4177 0.2214
H -2.8484 -3.9543 -0.8632 0.2103
H -0.6307 -5.0222 -0.7063 0.2086
H 0.7526 -4.3212 -1.5719 0.2241
H 0.2199 -3.6212 -0.0340 0.2354
H -0.9862 -0.6007 -0.6657 0.2457
H -2.4079 1.4257 -0.5063 0.2408
H 1.0366 3.8933 -1.0203 0.2361
H 2.4633 1.8679 -1.2058 0.2284
```


No. 3
# C20H19IrN3O3

A molecular structure, C20H19IrN3O3 in a non-equilibrium geometry (the ωB97M-V functional and the def2-TZVPD basis, the Open Molecules 2025 dataset).

Values from the calculation:
relative energy (zero: lowest compared OMol25 entry of this formula, charge and spin): 1.468 eV
expectation value of S²: 0.8464
spin multiplicity: 2
energy: -34482.98308 eV
Kohn-Sham gap (spin up / spin down): 6.8657 / 5.2683 eV
highest occupied orbital energy (spin up / spin down): -0.5284 / -0.5393 Ha
net charge: +2

```
46
Properties=species:S:1:pos:R:3:nbo_charge:R:1
Ir 0.1901 -0.2180 0.0849 1.1340
C 0.5488 -1.0032 -3.0702 -0.2444
O -0.2677 -0.9617 -1.8732 -0.5040
C -1.6034 -1.2967 -1.9988 0.3116
C -2.1169 -1.9264 -3.1095 -0.2773
C -3.4676 -2.2574 -3.1384 -0.0846
C -4.3094 -1.9557 -2.0652 -0.2017
C -3.8052 -1.3171 -0.9616 -0.1604
C -2.4422 -0.9761 -0.9092 0.1277
N -1.8512 -0.3428 0.1695 -0.3060
N -2.6193 -0.0119 1.1590 -0.1787
C -2.1748 0.5394 2.2813 0.1421
C -0.7520 0.8963 2.5983 0.4873
O 0.2359 0.5926 1.8792 -0.5369
C -0.4709 1.6075 3.8042 -0.3214
C -1.4389 1.8651 4.6985 -0.0048
C -2.8070 1.4354 4.4977 -0.1182
C -3.7567 1.6439 5.4801 -0.1202
C -5.0789 1.2399 5.2895 -0.1193
C -5.4538 0.6444 4.0950 -0.1930
C -4.5157 0.4309 3.1009 -0.1133
C -3.1740 0.8020 3.2905 0.0031
H 0.7759 -2.0359 -3.3257 0.2170
H 1.4564 -0.4628 -2.8425 0.2051
H 0.0287 -0.5034 -3.8834 0.2210
H -1.4901 -2.1852 -3.9496 0.2499
H -3.8613 -2.7677 -4.0070 0.2506
H -5.3531 -2.2334 -2.1020 0.2533
H -4.4295 -1.0716 -0.1164 0.2476
H 0.5566 1.8982 3.9739 0.2578
H -1.1929 2.3991 5.6090 0.2461
H -3.4591 2.1230 6.4045 0.2400
H -5.8091 1.3955 6.0719 0.2483
H -6.4807 0.3425 3.9422 0.2470
H -4.8067 -0.0303 2.1699 0.2324
N 3.3574 1.8970 -1.5137 -0.7198
C 2.5791 0.9811 -0.9831 0.7091
O 1.3305 1.2037 -0.8595 -0.5929
C 3.0966 -0.3422 -0.5819 -0.5422
C 2.1325 -0.8791 0.4582 -0.5206
H 2.9759 2.7900 -1.7927 0.4350
H 4.3482 1.7526 -1.6209 0.4348
H 4.1182 -0.2859 -0.1983 0.2628
H 3.1442 -0.9739 -1.4740 0.2553
H 2.3362 -0.4422 1.4365 0.2147
H 2.1542 -1.9644 0.5312 0.2262
```


No. 4
# C20H19IrN6SSbSe5

A molecular structure, C20H19IrN6SSbSe5 in a non-equilibrium geometry (the ωB97M-V functional and the def2-TZVPD basis, the Open Molecules 2025 dataset).

Values from the calculation:
expectation value of S²: 0.7914
spin multiplicity: 2
energy: -376934.65582 eV
Kohn-Sham gap (spin up / spin down): 4.0071 / 4.0456 eV
highest occupied orbital energy (spin up / spin down): -0.0471 / -0.0478 Ha
net charge: -2

```
53
Properties=species:S:1:pos:R:3:nbo_charge:R:1
Ir -0.6629 0.9402 0.5951 0.7222
N 3.0660 3.1984 0.9870 -0.7819
C 2.0600 2.3103 0.7855 0.3380
S 0.4905 2.7365 1.5037 -0.0818
N 2.2594 1.1647 0.2238 -0.4449
N 1.1724 0.3775 0.0645 -0.1572
C 1.3302 -0.9434 -0.1955 0.0732
C 2.5980 -1.6601 -0.1400 0.0095
C 2.6309 -2.9038 0.5115 -0.2079
C 3.7886 -3.6516 0.5678 -0.2324
C 4.9539 -3.1813 -0.0199 -0.2208
C 4.9438 -1.9401 -0.6384 -0.2197
C 3.7874 -1.1854 -0.6976 -0.1750
C 0.1150 -1.6411 -0.4092 0.1792
C 0.0257 -2.9263 -0.9882 -0.2339
C -1.1900 -3.5019 -1.2105 -0.1498
C -2.3524 -2.7804 -0.8841 -0.2384
C -2.2204 -1.5168 -0.3651 0.0657
N -1.0394 -0.9467 -0.0967 -0.4380
H 2.7926 4.1698 1.0776 0.4393
H 3.8818 3.0728 0.4050 0.3995
H 1.7352 -3.2664 0.9997 0.2161
H 3.7826 -4.6107 1.0738 0.2018
H 5.8573 -3.7783 0.0096 0.2001
H 5.8506 -1.5655 -1.0930 0.2074
H 3.7894 -0.2223 -1.1829 0.2410
H 0.9388 -3.4270 -1.2673 0.2283
H -1.2623 -4.4843 -1.6554 0.2133
H -3.3305 -3.1958 -1.0668 0.2191
H -3.0960 -0.9195 -0.1524 0.2394
Se 2.0165 3.1156 -3.9880 -0.1862
Sb 1.2544 5.4729 -2.3096 0.6538
Se 1.7296 1.3041 -2.7917 0.0257
Se -0.5272 4.9129 -0.7184 -0.8231
Se 3.1888 6.1136 -0.9270 -0.9655
Se -1.3509 0.5912 -3.1102 -0.1288
C -1.5233 -1.0384 -3.7935 0.0014
N -1.6536 -2.0870 -4.2673 -0.4952
C -1.8656 0.1566 3.5022 -0.6350
C -2.8784 0.6856 2.5384 0.0930
C -4.2491 0.7452 2.6904 -0.3474
C -4.7509 1.3703 1.5338 -0.3664
C -3.6605 1.6580 0.7337 0.1166
C -3.6334 2.3635 -0.5722 -0.6518
N -2.5181 1.2255 1.3354 -0.5608
H -2.3436 -0.0631 4.4565 0.1980
H -1.0807 0.8960 3.6655 0.2202
H -1.3874 -0.7562 3.1370 0.1983
H -4.8153 0.3915 3.5377 0.1865
H -5.7817 1.5908 1.3165 0.1916
H -4.6405 2.6723 -0.8455 0.1993
H -3.2400 1.7170 -1.3607 0.2190
H -2.9852 3.2411 -0.5045 0.2459
```


No. 5
# C20H19MnN8OSSe

A molecular structure, C20H19MnN8OSSe in a non-equilibrium geometry (the ωB97M-V functional and the def2-TZVPD basis, the Open Molecules 2025 dataset).

Values from the calculation:
relative energy (zero: lowest compared OMol25 entry of this formula, charge and spin): 0.204 eV
expectation value of S²: 6.1664
spin multiplicity: 5
energy: -142506.16537 eV
Kohn-Sham gap (spin up / spin down): 5.9769 / 6.9672 eV
highest occupied orbital energy (spin up / spin down): -0.5092 / -0.5155 Ha
net charge: +2

```
51
Properties=species:S:1:pos:R:3:nbo_charge:R:1
Mn 0.6182 0.9501 -0.2931 1.4844
N 4.0446 0.1929 -2.7867 -0.7429
C 2.8839 0.1997 -2.1504 0.3226
S 2.0159 1.7245 -1.9307 -0.1525
N 2.3285 -0.8788 -1.6866 -0.3909
N 1.1547 -0.7501 -1.0661 -0.3313
C 0.3266 -1.7799 -1.1149 0.2842
C 0.5893 -2.9954 -1.8705 -0.0894
C -0.4517 -3.5545 -2.6335 -0.1764
C -0.2366 -4.6955 -3.3752 -0.2126
C 1.0094 -5.3104 -3.3640 -0.1365
C 2.0447 -4.7662 -2.6152 -0.2118
C 1.8472 -3.6133 -1.8837 -0.1462
C -0.9612 -1.5985 -0.4574 0.1351
C -1.7609 -2.6915 -0.1080 -0.1843
C -3.0056 -2.4784 0.4573 -0.1167
C -3.4092 -1.1689 0.6642 -0.2115
C -2.5426 -0.1392 0.3288 0.0705
N -1.3392 -0.3195 -0.2132 -0.5400
H 4.4224 1.0472 -3.1652 0.4267
H 4.4892 -0.6801 -3.0268 0.4338
H -1.4093 -3.0598 -2.6779 0.2199
H -1.0387 -5.1097 -3.9657 0.2389
H 1.1712 -6.2102 -3.9353 0.2386
H 3.0037 -5.2593 -2.5925 0.2362
H 2.6472 -3.2100 -1.2846 0.2349
H -1.3996 -3.6948 -0.2681 0.2610
H -3.6421 -3.3081 0.7250 0.2540
H -4.3716 -0.9398 1.0906 0.2526
H -2.8668 0.8773 0.4908 0.2009
N -0.2270 1.0182 3.4308 -0.7967
C 0.8330 0.4029 2.8837 0.8199
N 1.6711 -0.2548 3.6866 -0.7783
O 1.0253 0.4289 1.6459 -0.7921
H -0.3888 1.0288 4.4238 0.4202
H -0.8506 1.5486 2.8432 0.4149
H 1.5536 -0.2747 4.6856 0.4197
H 2.4692 -0.7216 3.2862 0.4315
Se 2.1018 3.8641 0.2910 1.1316
N 0.5190 2.9606 0.2705 -0.8497
C -0.3984 3.7480 0.8554 0.2315
C -1.7642 3.4640 1.0093 -0.2994
C -2.5713 4.3805 1.6298 -0.1087
C -2.0623 5.6046 2.1162 -0.2001
C -0.7445 5.9324 1.9686 -0.1501
C 0.1145 5.0115 1.3315 0.0692
N 1.4104 5.1925 1.1138 -0.5590
H -2.1452 2.5446 0.5893 0.1973
H -3.6276 4.1784 1.7371 0.2397
H -2.7374 6.2885 2.6080 0.2494
H -0.3422 6.8745 2.3023 0.2579
```